Record 1
Formula: C17H44N10O10
Source: OMol25
Level of theory: ωB97M-V/def2-TZVPD

The highest occupied orbital energy comes out at -9.4 eV. Its SMILES is COCCCOC(=O)OOC[C@H](C)CC(C)C.NC(N)=O.NC(N)=O.NC(N)=O.NC(N)=O.NC(N)=O. Its total charge is 0. The value obtained for the electronic energy is -53712.652 eV.

Atoms and positions in Å:
C1 -0.19241 1.46304 4.51201
O1 -1.25700 2.07504 3.67894
C2 -2.18790 2.87547 4.50115
C3 -1.97327 4.50756 4.33319
C4 -0.51974 4.89692 3.61178
O2 -0.63074 5.14325 2.16596
C5 -0.11412 4.02551 1.36228
O3 -0.86836 3.58363 0.31871
O4 1.20117 3.35890 1.54771
O5 1.69144 3.29211 0.34278
C6 1.98129 1.91318 -0.07451
C7 0.96235 0.77224 0.51043
C8 1.76006 -0.20937 1.58077
C9 0.58217 -0.21409 -0.78571
C10 -0.67917 0.49317 -1.61609
C11 -0.19926 0.94817 -3.13624
C12 -1.83332 -0.68678 -1.83878
H1 0.80724 1.52078 3.88909
H2 -0.46214 0.34395 4.82828
H3 -0.00628 2.15287 5.46783
H4 -2.12705 2.62532 5.66175
H5 -3.31544 2.63632 4.19843
H6 -1.97009 4.96387 5.42065
H7 -2.85419 4.92861 3.67993
H8 0.32370 4.13950 3.90706
H9 -0.21845 5.94321 4.10106
H10 1.86834 1.89669 -1.26278
H11 3.11934 1.61496 0.12054
H12 -0.06400 1.16946 0.90676
H13 1.70293 -1.32874 1.19526
H14 2.91924 0.04266 1.65413
H15 1.30193 -0.21033 2.65867
H16 1.51351 -0.37548 -1.49658
H17 0.16492 -1.22125 -0.35001
H18 -1.20850 1.34367 -1.01119
H19 0.94989 1.19649 -3.16409
H20 -0.83323 1.88673 -3.48283
H21 -0.46089 0.02389 -3.83766
H22 -1.30070 -1.73807 -1.97212
H23 -2.39629 -0.42459 -2.85662
H24 -2.58513 -0.77306 -0.93891
N1 -1.87530 -3.19667 1.06541
C13 -0.99757 -3.83509 0.27070
N2 -1.35036 -5.09159 -0.05545
O6 0.03540 -3.31633 -0.12245
H25 -2.73097 -3.60710 1.39940
H26 -1.64774 -2.24837 1.33464
H27 -0.71715 -5.60749 -0.65243
H28 -2.19660 -5.53584 0.25843
N3 -0.55986 -4.29337 5.68216
C14 -0.33151 -4.29817 4.35650
N4 0.95269 -4.50151 4.01139
O7 -1.21777 -4.13134 3.53344
H29 0.15674 -4.42887 6.37520
H30 -1.51354 -4.14346 5.98476
H31 1.16774 -4.51252 3.02290
H32 1.69626 -4.64077 4.67451
N5 0.51359 -2.73043 -3.47562
C15 0.23278 -3.70706 -4.35702
N6 0.84307 -3.57673 -5.54874
O8 -0.51535 -4.63616 -4.09660
H33 1.12692 -1.95739 -3.67162
H34 0.07459 -2.79057 -2.56610
H35 0.65870 -4.29093 -6.24114
H36 1.46227 -2.81891 -5.78177
N7 3.00376 5.36150 1.23231
C16 3.94518 5.90702 2.02331
N8 4.53452 7.00443 1.51538
O9 4.24083 5.44366 3.11354
H37 2.74654 5.72848 0.33157
H38 2.53548 4.53366 1.57721
H39 5.24906 7.44618 2.07911
H40 4.30465 7.40078 0.61979
N9 -2.04388 -3.83162 -7.32207
C17 -1.54551 -3.11131 -8.34302
N10 -2.47284 -2.61389 -9.18103
O10 -0.34878 -2.92438 -8.49667
H41 -3.02594 -3.99659 -7.17888
H42 -1.37951 -4.22421 -6.66783
H43 -2.13989 -2.06541 -9.96321
H44 -3.46250 -2.75703 -9.07105

Forces on atoms 1 to 3 (eV/Å):
0.73 0.60 0.32
-0.04 0.34 2.44
-1.27 0.46 0.52

***

Record 2
Formula: C9H24NO6PS
Source: OMol25
Level of theory: ωB97M-V/def2-TZVPD

The highest occupied orbital energy comes out at -9.0 eV. Its SMILES is CCSCO[P@@](=O)(ON)OCCCCOC.CO. Its total charge is 0. The value obtained for the electronic energy is -43620.930 eV.

Atoms and positions in Å:
C1 -2.36303 1.33968 3.81883
C2 -1.17989 1.37638 2.84587
S1 -1.29297 2.78217 1.72282
C3 0.06665 2.53265 0.57903
O1 -0.39066 2.11117 -0.73951
P1 0.06836 0.68642 -1.21842
O2 -0.48396 0.39164 -2.51584
O3 1.68567 0.70660 -1.26628
N1 2.18675 0.32034 -2.55833
O4 -0.34592 -0.32681 -0.07917
C4 -0.90725 -1.55309 -0.61064
C5 -1.37587 -2.50730 0.49245
C6 -0.67116 -2.35867 1.84076
C7 0.85233 -2.32646 1.76452
O5 1.34180 -1.21359 2.49411
C8 2.53341 -0.69159 1.94255
H1 -3.03308 2.18684 3.73127
H2 -2.90547 0.40788 3.75177
H3 -1.97582 1.37159 4.83054
H4 -1.19739 0.48442 2.24724
H5 -0.26150 1.36427 3.41219
H6 0.57568 3.47232 0.43750
H7 0.79294 1.83331 0.98975
H8 2.12010 -0.69323 -2.58006
H9 3.18226 0.51562 -2.50667
H10 -1.76262 -1.29024 -1.21434
H11 -0.22244 -2.07788 -1.26743
H12 -2.42801 -2.30573 0.66196
H13 -1.28859 -3.53041 0.14615
H14 -0.93460 -3.24029 2.41974
H15 -1.05422 -1.53209 2.40920
H16 1.28806 -3.22191 2.20954
H17 1.18130 -2.31903 0.72465
H18 2.89157 0.05945 2.63758
H19 3.30663 -1.45230 1.84663
H20 2.32018 -0.19512 0.99532
C9 -0.37739 1.56842 -5.88822
O6 0.95757 1.07390 -5.85026
H21 -0.75717 1.46078 -6.90186
H22 -1.00570 0.99275 -5.20518
H23 -0.40530 2.62502 -5.60801
H24 1.26876 1.17211 -4.94176

Forces on atoms 1 to 3 (eV/Å):
0.45 0.20 0.39
-0.33 -0.42 -0.07
0.00 0.42 0.08

***

Record 3
Formula: C6H10P2
Source: OMol25
Level of theory: ωB97M-V/def2-TZVPD

The highest occupied orbital energy comes out at -8.2 eV. Its SMILES is [H]/P=C(/C=C/CC)\C=P\[H]. Its total charge is 0. The value obtained for the electronic energy is -24957.199 eV. The value obtained for the energy relative to the best compared isomer or geometry (same formula, charge and spin) is 2.321 eV.

Atoms and positions in Å:
H1 -3.08564 2.97128 0.23418
P1 -1.79470 2.53236 -0.21533
C1 -1.87578 0.82409 -0.06741
C2 -0.74400 0.08790 -0.33736
C3 0.47745 0.51467 -0.31228
C4 1.63001 -0.46296 -0.49179
C5 2.59055 -0.58918 0.70710
C6 -3.35361 0.09623 0.23001
P2 -3.31208 -1.53781 -0.06451
H2 -4.54068 -1.86683 0.37599
H3 -0.85754 -0.95429 -0.59634
H4 0.81806 1.40109 0.17476
H5 1.18167 -1.31042 -0.84198
H6 2.34808 0.00702 -1.16079
H7 2.84831 0.48426 1.01157
H8 1.99149 -0.98747 1.52192
H9 3.56382 -1.16865 0.44858
H10 -4.01280 0.75151 0.94371

Forces on atoms 1 to 3 (eV/Å):
0.12 -0.56 -0.04
-0.04 -0.49 0.08
-5.92 2.43 0.89

***

Record 4
Formula: C4H7Cl2N2O
Source: OMol25
Level of theory: ωB97M-V/def2-TZVPD

The highest occupied orbital energy (spin up / spin down) comes out at -11.2 / -12.2 eV. Its total charge is +1. The value obtained for the electronic energy is -34321.931 eV. The value obtained for the energy relative to the best compared isomer or geometry (same formula, charge and spin) is 2.147 eV.

Atoms and positions in Å:
C1 0.56534 -1.57776 0.27196
C2 1.61918 0.41465 0.58864
C3 0.15989 0.55089 0.77832
C4 -1.67992 1.47940 -1.83392
N1 -0.35386 -0.63397 0.60900
N2 1.80656 -0.99507 0.36147
O1 -1.57279 -1.06520 0.57840
Cl1 -3.18322 1.53653 -1.16559
Cl2 -1.11466 0.05204 -2.52454
H1 0.22573 -2.60581 0.04984
H2 2.04114 1.02804 -0.22733
H3 2.13621 0.65371 1.53371
H4 -0.19871 1.29463 1.48300
H5 -0.99362 2.24218 -1.66820
H6 2.58586 -1.25206 -0.28492
H7 -2.04313 -1.12220 1.45015

Forces on atoms 1 to 3 (eV/Å):
0.72 0.85 0.23
0.87 0.77 0.65
0.56 2.60 1.21

***

Which of these has the highest electronic energy? C6H10P2